Record 1
DFT (ωB97M-V/def2-TZVPD) results for a 11-piece molecular cluster, C15H42BrN10O21S overall in a non-equilibrium geometry.

Properties
- highest occupied orbital energy (eV) = -12.25
- E_LUMO (eV) = -4.70
- Kohn-Sham gap (Eh) = 0.2776
- net charge = +1
- total energy (Eh) = -5695.1327

XYZ file:
```
90
C15H42BrN10O21S ωB97M-V/def2-TZVPD
O 6.838 2.002 -5.021
N -0.943 -3.109 -1.070
O -2.037 9.566 8.495
H -3.173 7.276 9.003
O -3.976 5.210 6.888
N -3.748 4.400 5.981
H 3.805 2.802 1.230
H 4.641 0.098 -3.958
H 5.488 0.675 -6.813
H -6.162 -0.888 -3.255
C 3.149 -5.638 -3.246
C 5.596 1.750 -6.970
H 5.821 1.238 -3.025
H -1.651 -3.078 -3.041
C 2.093 3.928 -0.614
H 3.377 -3.098 3.730
C -4.725 -3.570 0.655
C 4.127 0.170 -1.736
H 5.716 1.975 -8.031
N -4.645 -2.787 1.917
O -3.476 -7.644 -2.666
O -2.515 3.283 2.257
H 0.050 3.537 0.502
H 4.034 1.844 -3.433
H -3.856 6.011 4.620
H -2.646 0.155 1.535
H -4.746 -0.653 -4.336
C -5.123 -0.560 -3.315
H -2.168 6.438 7.773
O 3.175 3.165 -1.254
H 2.836 -6.416 -3.946
H -2.059 -6.841 -0.891
H 0.120 -2.796 -2.847
N -3.935 -6.826 -1.860
N -2.022 8.544 7.799
C -2.680 0.965 2.268
O -1.871 8.504 6.572
O -5.365 -3.159 2.851
H 2.386 4.459 0.390
C -3.030 -6.354 -0.778
H -3.652 0.993 2.765
H 0.124 2.929 -1.320
H -2.686 4.713 4.204
H 1.739 4.769 -1.384
C 3.679 -2.474 2.886
O -3.414 -2.100 -2.946
O 2.860 -3.399 -3.823
H 4.750 2.300 -6.552
O 7.720 2.706 -6.913
N -4.321 -1.442 -2.424
H 0.984 1.931 0.060
H -5.008 0.464 -2.954
S 4.335 2.630 -0.089
H -4.042 -3.133 -0.076
N 6.818 2.189 -6.243
Br 2.138 0.018 -1.881
C 4.696 0.918 -3.092
H -2.932 -5.271 -0.880
O -0.764 -4.325 -0.930
O 1.074 -4.594 -3.337
O -1.171 -2.300 -0.163
H -1.867 0.867 2.989
H 2.848 -2.335 2.192
O -3.867 -1.825 1.939
O -2.349 2.221 0.334
N -2.500 2.262 1.561
H -4.456 4.431 4.010
H -1.389 7.150 9.227
C 0.739 3.019 -0.319
O -3.570 3.185 6.121
H -4.437 -4.598 0.886
C -0.876 -2.576 -2.457
H 5.846 0.561 -0.291
H -3.488 -6.623 0.176
O -4.626 -1.449 -1.226
C -3.682 4.933 4.594
H -1.050 -1.498 -2.431
H 2.996 -5.949 -2.211
N 2.293 -4.445 -3.489
H 4.070 -1.516 3.235
C -2.202 7.248 8.505
H 4.220 0.226 0.609
N 4.771 -3.162 2.146
C 4.677 0.801 -0.327
H 4.551 -0.945 -1.787
H 4.192 -5.364 -3.416
O 5.226 -2.579 1.154
O 5.141 -4.261 2.575
H -5.756 -3.517 0.299
O -5.082 -6.363 -1.870
```


Record 2
DFT (ωB97M-V/def2-TZVPD) results for a 11-piece molecular cluster, C15H42Cl4F9N5O9S overall in a non-equilibrium geometry.

Properties
- highest occupied orbital energy (eV) = -14.16
- E_LUMO (eV) = -7.40
- Kohn-Sham gap (Eh) = 0.2484
- net charge = +2
- total energy (Eh) = -4684.7869

XYZ file:
```
85
C15H42Cl4F9N5O9S ωB97M-V/def2-TZVPD
H 0.559 3.516 -4.649
H 0.116 3.862 2.607
O -2.657 -3.260 2.798
F 2.214 -5.445 -0.414
O 1.356 1.294 -2.219
O 2.463 2.319 3.066
O 3.573 -2.778 0.091
C 1.677 -1.190 3.470
F 4.663 0.227 3.923
H 2.470 3.847 -0.686
H -2.989 0.923 -6.693
C -1.576 0.561 -5.202
N 3.911 0.804 -1.410
Cl -2.156 1.768 -4.136
Cl -3.804 0.065 -1.401
C -3.003 -0.964 1.883
H -3.535 -0.264 -5.588
H 3.831 0.715 -0.407
F -3.528 -5.559 3.423
F 1.397 -3.689 -1.450
H -3.498 -0.983 -3.488
H -1.744 2.162 -0.577
H -0.861 2.595 3.295
Cl -2.222 -1.250 -7.210
H 1.824 4.030 -3.652
H 1.440 -2.140 3.950
H -0.660 0.920 -5.670
H 2.290 -0.686 4.218
H -1.540 3.535 -1.236
F -5.162 -4.655 4.565
H -1.321 -0.270 -4.544
H 2.990 1.039 -1.751
H 0.806 4.126 -0.843
H -2.601 2.348 -1.980
N 0.900 3.626 -3.705
C -3.821 -1.362 -2.518
H 0.972 -0.628 -1.841
H 0.808 2.476 3.184
N 1.534 3.504 -0.524
S 3.768 2.329 2.374
F 4.874 2.237 4.833
C 1.583 -4.248 -0.253
O -3.516 -2.334 4.680
C -2.632 0.093 -6.083
Cl -3.539 -3.613 -0.985
O 4.176 3.697 2.134
N -2.246 2.817 -1.159
H 4.366 1.681 -1.622
H -0.486 0.319 -2.011
H 0.925 2.772 -3.167
H -0.314 -0.598 0.184
C 2.494 -3.176 0.503
O 1.852 -2.748 1.623
H -2.936 3.292 -0.594
H 1.196 0.284 0.482
H -3.431 -0.423 2.727
H 1.329 3.415 0.460
H -1.412 -2.357 1.407
C -3.350 -3.287 3.962
H 1.510 2.622 -1.016
H -2.808 -3.152 -3.133
C 2.507 -1.669 2.275
C 4.984 1.528 3.729
H -1.844 -2.255 -1.922
H 3.372 -1.998 2.850
F 6.227 1.694 3.261
H -1.354 -1.801 3.073
H -0.214 2.390 1.930
H 4.334 0.067 -1.955
H -3.819 -1.274 1.230
H -2.411 -0.203 1.376
C -2.846 -2.571 -2.211
F -3.327 -5.038 5.511
N -0.032 2.880 2.795
O -0.415 1.433 0.456
C 0.518 0.330 -1.587
H 0.833 -0.583 3.145
F 0.439 -4.290 0.370
C 0.257 0.295 -0.071
O 3.852 1.439 1.199
C -2.027 -2.109 2.272
H 0.271 4.207 -3.169
C -3.862 -4.642 4.364
H -4.822 -1.773 -2.646
H 2.860 -0.814 1.697
```


Record 3
DFT (ωB97M-V/def2-TZVPD) results for a 14-piece molecular cluster, C15H42FN14O28P overall in a non-equilibrium geometry.

Properties
- highest occupied orbital energy (eV) = -9.51
- E_LUMO (eV) = -0.52
- Kohn-Sham gap (Eh) = 0.3305
- net charge = 0
- total energy (Eh) = -3910.0297
- energy relative to the best compared isomer or geometry (same formula, charge and spin) (eV) = 0.000

XYZ file:
```
101
C15H42FN14O28P ωB97M-V/def2-TZVPD
H 1.468 -1.663 -2.197
N -3.783 1.586 3.155
O 2.498 -2.293 0.108
C 3.867 0.921 -6.057
C -3.630 0.938 -1.019
O -2.002 -2.577 3.214
N -6.323 -1.934 6.006
O -2.745 1.009 2.873
C -4.371 2.537 2.176
O 4.165 -2.612 -1.226
O -7.156 -1.043 6.116
O -3.044 -0.472 7.995
C 6.977 1.583 -8.717
O 6.855 2.912 -6.814
H 7.331 0.560 -8.629
H 0.160 -5.535 1.155
O -7.221 1.213 2.352
O -0.996 -0.683 -2.107
O -1.642 5.755 -2.191
O 1.632 1.530 -1.665
O -4.393 1.413 4.201
C 6.769 -2.209 -3.405
H 10.931 -1.050 0.393
O -3.076 1.967 -0.948
H -7.593 -3.573 5.755
H -4.449 3.500 2.674
N 6.004 -1.374 -4.377
O 6.639 -0.571 -5.039
N 3.021 1.376 -7.195
H -3.880 1.254 6.544
H 2.308 -0.256 -1.491
P -1.638 -1.477 0.352
O -5.181 -1.772 5.619
H -2.902 -2.064 0.519
H -0.588 2.459 -1.470
N 3.086 -2.116 -0.950
H 0.969 -5.910 -0.407
N -0.611 -4.558 -0.533
H 3.663 -0.129 -5.881
H 7.316 2.022 -9.650
H -0.295 3.492 -2.903
O -0.033 5.117 -0.890
N -8.256 0.655 2.682
H -1.003 -0.576 5.235
H -9.668 1.252 4.082
H -1.745 6.056 0.801
O -0.341 -2.978 4.538
N -3.231 -0.179 -1.737
O 9.161 -2.833 -1.564
C -1.810 -1.299 5.157
O 3.135 2.542 -7.538
O -0.360 -4.046 -1.612
C -1.894 -0.712 -1.332
H 10.197 -2.640 0.796
H -0.716 7.371 0.173
H -7.962 1.349 4.645
H 6.065 -2.863 -2.903
F -4.810 0.721 -0.379
H -3.726 2.586 1.305
H -5.354 2.143 1.938
H -7.059 -3.269 7.431
O 4.796 -1.537 -4.455
O 1.518 1.874 -3.795
H -1.992 -1.765 6.120
C -0.318 2.478 -2.518
O 9.258 -0.691 -1.296
N 9.603 -1.829 -1.033
C 2.436 -1.230 -1.955
O 8.819 2.404 -7.583
O 2.283 0.561 -7.724
C 0.533 -5.136 0.219
H -5.912 -3.977 6.242
N -1.348 -2.367 4.226
N -4.051 0.139 8.316
H -4.561 2.136 7.955
H 3.608 1.525 -5.192
H -2.402 7.195 -0.425
O -8.971 0.015 1.932
H 7.250 -1.523 -2.709
C 10.641 -2.025 0.019
C -1.521 6.679 -0.060
H -8.776 -0.238 4.500
H 4.902 1.088 -6.343
H -5.548 0.923 7.092
H -2.708 -0.849 4.750
O -4.698 -0.063 9.330
H -1.711 -0.355 1.189
C -6.752 -3.309 6.390
N 7.601 2.364 -7.609
H 7.510 -2.765 -3.969
H -3.942 -0.901 -1.618
H 3.078 -1.175 -2.827
C -4.545 1.203 7.398
H -0.983 1.854 -3.108
H 5.899 1.650 -8.616
N 1.052 1.914 -2.666
C -8.696 0.767 4.101
N -1.028 5.778 -1.139
O -1.722 -4.604 -0.032
H 11.475 -2.543 -0.446
H 1.243 -4.329 0.384
```